5 unconnected molecules or ions with the total composition C30H47ClO6, computed with ωB97M-V/def2-TZVPD.

Geometry (Å):
1 C -0.952 -0.412 -6.867
2 C -0.667 0.633 -5.757
3 C 0.741 0.348 -5.151
4 C 1.850 1.253 -5.738
5 C 0.666 0.312 -3.635
6 C 0.528 -0.924 -3.051
7 C 0.429 -1.116 -1.706
8 C 0.505 -0.029 -0.876
9 C 0.667 1.227 -1.419
10 C 0.727 1.402 -2.781
11 Cl 0.877 3.020 -3.418
12 C 0.769 2.356 -0.411
13 O 0.295 3.466 -0.578
14 C 1.546 1.986 0.826
15 C 2.426 2.837 1.442
16 C 3.088 2.408 2.561
17 C 2.882 1.170 3.118
18 C 1.994 0.317 2.497
19 C 1.364 0.732 1.366
20 C 0.417 -0.170 0.618
21 O -0.327 -0.959 1.170
22 H -1.183 -1.369 -6.392
23 H -0.021 -0.557 -7.424
24 H -1.782 -0.130 -7.514
25 H -1.420 0.445 -4.987
26 H -0.757 1.657 -6.122
27 H 0.984 -0.673 -5.459
28 H 1.396 2.206 -6.018
29 H 2.593 1.487 -4.974
30 H 2.321 0.841 -6.631
31 H 0.484 -1.796 -3.690
32 H 0.293 -2.090 -1.252
33 H 2.596 3.826 1.033
34 H 3.804 3.083 3.019
35 H 3.448 0.917 4.006
36 H 1.837 -0.667 2.923
37 C -5.394 -1.226 0.240
38 C -4.406 -1.995 -0.624
39 C -3.007 -1.416 -0.498
40 O -4.827 -1.956 -1.989
41 H -5.448 -0.181 -0.072
42 H -6.398 -1.643 0.139
43 H -5.107 -1.258 1.292
44 H -4.397 -3.046 -0.328
45 H -2.988 -0.374 -0.834
46 H -2.307 -1.967 -1.127
47 H -2.651 -1.454 0.530
48 H -4.840 -1.033 -2.263
49 C -6.969 3.780 1.930
50 C -6.181 2.492 2.114
51 C -5.066 2.666 3.133
52 O -5.630 2.080 0.863
53 H -6.320 4.579 1.561
54 H -7.760 3.642 1.191
55 H -7.421 4.105 2.868
56 H -6.852 1.695 2.437
57 H -4.357 3.430 2.802
58 H -4.506 1.738 3.250
59 H -5.462 2.959 4.107
60 H -5.033 2.773 0.560
61 C 5.497 0.267 8.171
62 C 4.770 0.765 6.931
63 C 4.307 2.204 7.102
64 O 3.646 -0.074 6.661
65 H 4.834 0.290 9.040
66 H 5.816 -0.767 8.037
67 H 6.374 0.879 8.387
68 H 5.430 0.692 6.065
69 H 3.607 2.287 7.938
70 H 3.781 2.546 6.209
71 H 5.149 2.872 7.287
72 H 3.050 -0.023 7.415
73 C 2.374 -4.697 -1.509
74 C 2.242 -4.626 -3.023
75 C 3.266 -5.518 -3.707
76 O 2.409 -3.276 -3.461
77 H 3.363 -4.353 -1.192
78 H 1.641 -4.049 -1.028
79 H 2.229 -5.715 -1.146
80 H 1.236 -4.929 -3.318
81 H 4.282 -5.199 -3.459
82 H 3.166 -5.454 -4.791
83 H 3.146 -6.561 -3.408
84 H 3.294 -2.991 -3.208

The largest force on an atom comes out at 2.06 eV/A. As for the SMILES: CC[C@@H](C)c1ccc2c(c1Cl)C(=O)c1ccccc1C2=O.CC(C)O.CC(C)O.CC(C)O.CC(C)O. The calculation puts the HOMO energy at -9.234 eV. As for the spin multiplicity: 1.

List of Löwdin charges in e, atom by atom: C -0.096; C -0.201; C -0.331; C -0.087; C -0.196; C -0.016; C -0.004; C -0.095; C -0.106; C -0.475; Cl 0.791; C -0.269; O 0.086; C -0.092; C -0.009; C -0.075; C -0.049; C -0.001; C -0.104; C -0.250; O 0.116; H 0.073; H 0.070; H 0.068; H 0.108; H 0.103; H 0.119; H 0.049; H 0.063; H 0.076; H 0.114; H 0.118; H 0.128; H 0.110; H 0.097; H 0.130; C -0.064; C -0.491; C -0.064; O -0.058; H 0.059; H 0.079; H 0.081; H 0.136; H 0.088; H 0.070; H 0.068; H 0.082; C -0.065; C -0.496; C -0.063; O -0.067; H 0.081; H 0.079; H 0.079; H 0.138; H 0.082; H 0.078; H 0.079; H 0.090; C -0.065; C -0.506; C -0.061; O -0.061; H 0.082; H 0.080; H 0.080; H 0.135; H 0.083; H 0.068; H 0.081; H 0.087; C -0.056; C -0.489; C -0.063; O -0.066; H 0.084; H 0.064; H 0.082; H 0.140; H 0.081; H 0.079; H 0.081; H 0.093

A molecular structure, C42H46GaI2N4O, computed with ωB97M-V/def2-TZVPD.

Geometry (Å):
1 Ga 0.081 0.035 0.061
2 I 5.088 0.077 -0.619
3 C 3.971 -0.038 1.129
4 C 4.619 -0.100 2.384
5 C 3.909 -0.196 3.547
6 I 4.946 -0.277 5.357
7 C 2.492 -0.240 3.515
8 C 1.635 -0.367 4.631
9 C 0.279 -0.409 4.458
10 C -0.254 -0.311 3.165
11 N 0.513 -0.193 2.106
12 C 1.868 -0.165 2.258
13 C 2.602 -0.063 1.046
14 O 1.919 -0.012 -0.092
15 H 5.700 -0.070 2.411
16 H 2.061 -0.434 5.624
17 H -0.390 -0.512 5.301
18 H -1.323 -0.327 2.996
19 C 2.490 -3.492 -1.288
20 C 1.032 -3.041 -1.388
21 C 0.434 -3.396 -2.753
22 C 0.155 -3.596 -0.280
23 C 0.308 -4.913 0.132
24 C -0.535 -5.473 1.079
25 C -1.535 -4.706 1.647
26 C -1.722 -3.376 1.281
27 C -2.782 -2.569 2.025
28 C -2.558 -2.644 3.542
29 C -4.201 -3.036 1.684
30 C -0.881 -2.848 0.288
31 N -1.099 -1.495 -0.165
32 C -2.222 -1.231 -0.761
33 C -2.735 0.039 -1.174
34 C -3.876 -0.030 -2.012
35 C -4.513 1.087 -2.470
36 C -4.025 2.341 -2.065
37 C -2.945 2.452 -1.225
38 C -2.250 1.316 -0.752
39 N -1.177 1.441 0.085
40 C -1.004 2.670 0.810
41 C 0.015 3.563 0.455
42 C 0.145 4.747 1.173
43 C -0.712 5.052 2.214
44 C -1.712 4.157 2.560
45 C -1.872 2.955 1.880
46 C -2.989 2.018 2.324
47 C -2.969 1.791 3.842
48 C -4.371 2.546 1.917
49 C 0.975 3.297 -0.690
50 C 2.430 3.289 -0.211
51 C 0.780 4.307 -1.824
52 H 3.107 -2.887 -1.955
53 H 2.615 -4.536 -1.581
54 H 2.876 -3.370 -0.274
55 H 1.045 -1.957 -1.310
56 H 0.347 -4.479 -2.861
57 H 1.072 -3.026 -3.560
58 H -0.566 -2.968 -2.874
59 H 1.097 -5.514 -0.302
60 H -0.407 -6.505 1.378
61 H -2.175 -5.140 2.406
62 H -2.705 -1.521 1.731
63 H -2.878 -3.611 3.935
64 H -3.142 -1.875 4.054
65 H -1.506 -2.515 3.800
66 H -4.325 -4.094 1.923
67 H -4.429 -2.908 0.624
68 H -4.937 -2.472 2.260
69 H -2.860 -2.086 -0.981
70 H -4.245 -1.011 -2.290
71 H -5.377 1.010 -3.114
72 H -4.514 3.242 -2.415
73 H -2.598 3.430 -0.918
74 H 0.931 5.445 0.908
75 H -0.599 5.979 2.761
76 H -2.379 4.395 3.380
77 H -2.839 1.056 1.825
78 H -3.402 2.643 4.370
79 H -1.956 1.654 4.221
80 H -3.566 0.914 4.106
81 H -4.524 3.548 2.323
82 H -5.157 1.898 2.310
83 H -4.483 2.598 0.834
84 H 0.755 2.315 -1.099
85 H 2.755 4.293 0.072
86 H 3.092 2.932 -1.002
87 H 2.562 2.638 0.655
88 H 1.044 5.315 -1.499
89 H -0.258 4.326 -2.165
90 H 1.419 4.056 -2.674
91 C 0.153 0.253 -4.812
92 C 0.159 0.202 -3.355
93 N 0.164 0.162 -2.213
94 H 1.146 0.013 -5.188
95 H -0.125 1.252 -5.144
96 H -0.563 -0.469 -5.201

The largest force on an atom comes out at 0.54 eV/A. The calculation puts the HOMO energy at -10.448 eV. As for the spin multiplicity: 1. Its charge is +1.

List of Löwdin charges in e, atom by atom: Ga 0.413; I 0.968; C -0.632; C -0.200; C -0.661; I 0.961; C -0.191; C -0.002; C -0.017; C -0.086; N 0.115; C -0.121; C -0.395; O -0.110; H 0.085; H 0.075; H 0.122; H 0.096; C -0.055; C -0.378; C -0.046; C -0.129; C -0.017; C -0.043; C -0.025; C -0.127; C -0.373; C -0.060; C -0.045; C -0.134; N 0.064; C -0.050; C -0.142; C -0.033; C -0.073; C -0.049; C -0.016; C -0.220; N 0.030; C -0.169; C -0.136; C -0.024; C -0.049; C -0.027; C -0.131; C -0.364; C -0.066; C -0.039; C -0.374; C -0.048; C -0.047; H 0.077; H 0.080; H 0.089; H 0.069; H 0.090; H 0.081; H 0.074; H 0.117; H 0.113; H 0.118; H 0.101; H 0.085; H 0.083; H 0.068; H 0.085; H 0.073; H 0.087; H 0.145; H 0.119; H 0.109; H 0.117; H 0.125; H 0.116; H 0.110; H 0.116; H 0.106; H 0.082; H 0.068; H 0.079; H 0.087; H 0.086; H 0.062; H 0.077; H 0.084; H 0.071; H 0.074; H 0.082; H 0.077; H 0.082; C -0.006; C -0.113; N 0.237; H 0.099; H 0.098; H 0.097

2 unconnected molecules or ions with the total composition C6H13NO, computed with ωB97M-V/def2-TZVPD.

Geometry (Å):
1 C -0.554 0.555 2.814
2 N 1.285 -0.912 1.130
3 C 0.299 -0.049 0.519
4 C -0.554 0.707 1.308
5 C -1.677 1.410 0.735
6 C -2.349 2.499 1.278
7 C 0.479 0.162 -0.935
8 H 0.293 -0.044 3.133
9 H -0.518 1.509 3.349
10 H -1.483 0.080 3.171
11 H 2.058 -1.116 0.508
12 H 0.938 -1.790 1.489
13 H -1.967 1.071 -0.258
14 H -3.332 2.787 0.897
15 H -2.116 2.836 2.285
16 H 0.168 1.165 -1.258
17 H 1.552 0.164 -1.244
18 H 0.019 -0.549 -1.637
19 H 2.546 -2.425 -4.876
20 H 2.812 -3.846 -5.299
21 O 2.094 -3.199 -5.238

The largest force on an atom comes out at 1.33 eV/A. Its expectation value of S² is 0.770. The calculation puts the HOMO energy (alpha / beta) at 0.683 / -2.379 eV. As for the spin multiplicity: 2. Its charge is -1.

List of Löwdin charges in e, atom by atom: C -0.103; N -0.002; C -0.405; C -0.323; C -0.272; C -0.140; C -0.147; H 0.038; H 0.050; H 0.066; H 0.032; H 0.048; H 0.065; H -0.025; H -0.017; H 0.058; H 0.041; H 0.056; H 0.031; H 0.029; O -0.081

11 unconnected molecules or ions with the total composition C3H16F9O17S3, computed with ωB97M-V/def2-TZVPD.

Geometry (Å):
1 C 3.417 21.992 -18.427
2 F 4.138 22.534 -19.399
3 F 2.162 21.706 -18.825
4 F 3.998 20.807 -18.117
5 S 3.413 23.141 -16.916
6 O 2.903 22.319 -15.839
7 O 4.830 23.464 -16.844
8 O 2.535 24.276 -17.211
9 C 10.919 16.229 -16.529
10 F 9.979 16.079 -15.569
11 F 10.265 16.574 -17.646
12 F 11.714 17.206 -16.124
13 S 11.921 14.640 -16.814
14 O 11.076 13.664 -17.482
15 O 12.973 15.123 -17.705
16 O 12.325 14.338 -15.460
17 C 7.994 18.878 -19.842
18 F 7.563 17.811 -20.496
19 F 7.070 19.330 -18.991
20 F 9.079 18.555 -19.136
21 S 8.411 20.261 -21.093
22 O 7.273 20.237 -21.991
23 O 8.612 21.460 -20.309
24 O 9.627 19.785 -21.744
25 O 12.061 20.627 -22.275
26 H 12.545 19.997 -21.731
27 H 11.105 20.470 -22.041
28 O 10.921 18.340 -24.083
29 H 11.647 18.680 -23.549
30 H 10.127 18.537 -23.562
31 O 7.365 22.682 -17.960
32 H 7.329 21.720 -18.001
33 H 6.604 22.948 -17.397
34 O 11.323 21.192 -17.455
35 H 11.535 21.771 -16.717
36 H 10.850 21.772 -18.092
37 O 8.155 20.254 -24.569
38 H 8.065 20.215 -23.584
39 H 7.251 20.176 -24.883
40 O 8.926 19.793 -15.862
41 H 9.301 20.500 -16.406
42 H 9.132 18.988 -16.351
43 O 10.705 22.979 -19.517
44 H 9.812 22.634 -19.788
45 H 11.069 23.337 -20.330
46 O 3.080 18.639 -19.580
47 H 2.119 18.628 -19.529
48 H 3.358 19.106 -18.773

The largest force on an atom comes out at 1.89 eV/A. The calculation puts the HOMO energy at -2.515 eV. As for the spin multiplicity: 1. Its charge is -3.

List of Löwdin charges in e, atom by atom: C -0.634; F 0.141; F 0.096; F 0.085; S 0.472; O -0.349; O -0.344; O -0.363; C -0.664; F 0.088; F 0.106; F 0.129; S 0.440; O -0.360; O -0.367; O -0.364; C -0.643; F 0.146; F 0.130; F 0.128; S 0.567; O -0.310; O -0.298; O -0.330; O -0.105; H 0.029; H -0.011; O -0.086; H 0.001; H 0.006; O -0.083; H 0.005; H -0.001; O -0.073; H 0.029; H 0.005; O -0.096; H -0.019; H 0.014; O -0.070; H 0.005; H 0.013; O -0.089; H 0.015; H 0.037; O -0.066; H 0.020; H 0.016